# 1
{"formula": "C4H7NO", "method": "the ωB97M-V functional and the def2-TZVPD basis", "smiles": "CC#N.CC=O", "homo_energy_ev": -9.6178, "elements": ["C", "C", "N", "C", "C", "O", "H", "H", "H", "H", "H", "H", "H"], "positions_angstrom": [[-1.489576, -1.719165, -0.103744], [-0.096056, -1.338435, -0.000641], [1.049300, -1.224381, 0.106170], [1.392048, 1.179407, 0.465116], [0.282157, 1.361433, -0.431920], [-0.884293, 1.163961, -0.117578], [-2.120756, -1.097810, 0.527817], [-1.593591, -2.757447, 0.218460], [-1.897491, -1.635181, -1.111360], [1.191216, 1.050846, 1.525358], [2.421037, 0.986054, 0.153934], [0.606546, 1.592795, -1.468040], [1.139458, 2.437924, 0.236427]], "forces_ev_per_angstrom": [[-0.766, -0.147, 0.109], [1.105, -0.675, 0.044], [-0.996, -0.639, -0.127], [0.072, 3.994, 0.171], [-0.690, -2.288, -0.695], [0.124, 0.742, -0.357], [0.175, 0.097, 0.088], [0.060, 0.056, -0.033], [0.349, 0.077, -0.053], [-0.195, -0.308, -0.261], [-0.548, 0.187, -0.316], [-0.355, 0.185, 0.073], [1.665, -1.280, 1.357]]}

=====

# 2
{"formula": "C4H7NO", "method": "the ωB97M-V functional and the def2-TZVPD basis", "homo_energy_ev": -8.6308, "elements": ["C", "O", "C", "C", "N", "C", "H", "H", "H", "H", "H", "H", "H"], "positions_angstrom": [[0.355998, 0.072546, -1.315380], [-0.899369, 0.656229, -0.846471], [-1.157957, 0.488296, 0.425400], [-0.045162, -0.360871, 0.982031], [-0.119636, -1.700329, 0.395198], [0.826982, -0.755836, -0.157233], [1.038117, 0.892428, -1.550463], [0.114719, -0.482980, -2.225289], [-0.333098, 2.338330, 1.319530], [-0.974473, 1.958442, 1.186292], [0.266641, -0.304497, 2.021700], [-0.952449, -1.808560, -0.184724], [1.879686, -0.993198, -0.050591]], "forces_ev_per_angstrom": [[0.192, -0.082, -0.050], [-0.316, -0.098, -0.022], [-0.008, -0.610, -0.253], [-0.161, 0.102, 0.241], [-0.061, -0.325, -0.120], [0.219, 0.169, -0.171], [-0.013, -0.072, 0.002], [0.054, 0.038, 0.122], [0.422, 0.424, 0.209], [-0.150, 0.326, 0.218], [-0.136, 0.049, -0.228], [0.080, 0.034, 0.049], [-0.122, 0.044, 0.003]]}

=====

# 3
{"formula": "C4H7NO", "method": "the ωB97M-V functional and the def2-TZVPD basis", "homo_energy_ev": [-7.2322, -7.3813], "elements": ["C", "O", "C", "C", "N", "C", "H", "H", "H", "H", "H", "H", "H"], "positions_angstrom": [[-0.932484, 1.154550, 0.567507], [-1.452823, -0.136422, 0.747068], [-0.753036, -1.089619, 0.097876], [0.637155, -1.144930, -0.125203], [1.243248, -0.292427, -1.296404], [1.657526, -0.062769, -0.039702], [-0.160100, 1.398014, 1.313563], [-1.759260, 1.854175, 0.644001], [-1.339699, -1.998584, 0.012553], [-0.529515, 1.198042, -0.449804], [1.029374, -2.151513, -0.137162], [0.634341, 0.377349, -1.814305], [1.725273, 0.894135, 0.480014]], "forces_ev_per_angstrom": [[0.031, 0.516, -0.118], [-0.070, -0.079, -0.159], [-0.976, -0.574, 0.521], [0.999, 0.332, -0.471], [-0.196, -0.247, -0.724], [0.207, 0.185, 0.612], [-0.254, -0.086, -0.245], [-0.032, 0.066, 0.140], [0.215, -0.002, 0.193], [-0.006, 0.486, 0.229], [-0.044, -0.089, -0.259], [0.349, -0.213, 0.444], [-0.223, -0.295, -0.164]]}

=====

# 4
{"formula": "C4H7NO", "method": "the ωB97M-V functional and the def2-TZVPD basis", "smiles": "[H]/N=C1/CCCO1", "homo_energy_ev": -9.8929, "elements": ["N", "C", "C", "C", "C", "O", "H", "H", "H", "H", "H", "H", "H"], "positions_angstrom": [[-1.345180, 1.247014, 1.588131], [-0.744850, 0.524942, 0.748994], [0.285294, 1.066547, -0.197478], [0.850723, -0.198267, -0.827451], [0.000209, -1.379075, -0.338783], [-0.974878, -0.810301, 0.538599], [-1.974384, 0.683022, 2.150708], [-0.167787, 1.801884, -0.866298], [1.065957, 1.605667, 0.352740], [1.779312, -0.319709, -0.260130], [0.940408, -0.155518, -1.920723], [0.634073, -2.081294, 0.223162], [-0.478724, -1.961404, -1.133772]], "forces_ev_per_angstrom": [[0.073, -0.399, 0.132], [-0.349, 0.441, 0.021], [-0.090, -0.019, 0.005], [0.698, -0.091, 0.228], [0.117, 0.014, -0.084], [-0.052, 0.187, 0.253], [-0.246, -0.028, 0.061], [-0.086, -0.295, -0.084], [-0.348, -0.096, -0.034], [0.453, -0.128, -1.125], [0.369, -0.088, 0.481], [-0.336, 0.159, -0.010], [-0.205, 0.343, 0.155]]}

=====

# 5
{"formula": "C4H7NO", "method": "the ωB97M-V functional and the def2-TZVPD basis", "smiles": "C[C@H]1C=N1.C=O", "homo_energy_ev": -9.7959, "elements": ["C", "C", "C", "C", "N", "O", "H", "H", "H", "H", "H", "H", "H"], "positions_angstrom": [[-2.624147, 0.017049, -0.558805], [-0.002793, -0.860234, 0.661544], [1.363123, -0.548768, 0.282771], [1.792621, 0.872924, 0.006366], [0.257036, -1.151629, -0.530142], [-2.642426, 0.498250, 0.534054], [-2.774246, 0.618113, -1.469032], [-2.467532, -1.056190, -0.740403], [-0.756610, -0.854005, 1.409797], [2.154343, -1.222456, 0.589678], [1.732928, 1.469939, 0.914835], [1.149554, 1.321762, -0.747595], [2.818143, 0.895248, -0.353067]], "forces_ev_per_angstrom": [[-0.167, -0.216, -0.611], [1.289, -0.058, -0.422], [0.154, 0.390, 0.470], [0.005, -0.258, 0.000], [-0.682, -0.172, -0.022], [-0.044, 0.228, 0.477], [-0.004, 0.170, -0.047], [0.049, -0.130, 0.108], [-0.695, -0.078, 0.177], [0.041, -0.148, -0.067], [0.036, 0.129, 0.035], [-0.072, 0.064, -0.030], [0.091, 0.080, -0.069]]}

=====

# 6
{"formula": "C4H7NO", "method": "the ωB97M-V functional and the def2-TZVPD basis", "smiles": "O=CNC1CC1", "homo_energy_ev": -9.6368, "elements": ["C", "C", "C", "C", "H", "H", "H", "H", "H", "H", "H", "N", "O"], "positions_angstrom": [[2.107106, 0.277260, 0.011805], [-0.181064, -0.173046, 0.369598], [-1.126000, 0.933732, -0.195479], [-1.627051, -0.590250, -0.128705], [1.766389, 1.273934, 0.328824], [1.323961, -1.554159, -0.346659], [-0.134123, -0.364501, 1.535727], [-0.874718, 1.067570, -1.285731], [-1.522715, 1.733184, 0.459198], [-1.767844, -0.999483, -1.211302], [-2.334478, -0.983136, 0.730293], [1.098599, -0.625464, -0.168740], [3.271933, 0.004361, -0.098828]], "forces_ev_per_angstrom": [[0.123, -0.695, 0.119], [-1.970, -1.733, 1.972], [0.768, -2.847, -0.248], [0.598, 0.646, 0.034], [-0.188, 0.023, -0.136], [0.223, -1.743, -0.219], [-0.515, 1.071, -2.287], [-0.387, 0.706, 1.460], [0.405, -0.606, -0.732], [0.273, 0.466, 2.397], [1.488, 0.991, -2.140], [-1.604, 3.696, 0.012], [0.786, 0.025, -0.231]]}

=====

# 7
{"formula": "C4H7NO", "method": "the ωB97M-V functional and the def2-TZVPD basis", "homo_energy_ev": -8.1653, "elements": ["C", "C", "O", "C", "C", "N", "H", "H", "H", "H", "H", "H", "H"], "positions_angstrom": [[1.148735, -0.206953, 0.508084], [0.501778, -0.751735, -0.748190], [-0.846971, -1.027159, -0.463706], [-1.561959, 0.189737, -0.277223], [-0.949918, 1.226437, 0.629401], [0.289930, 0.919485, 0.959912], [2.162797, 0.176389, 0.318634], [0.791026, 1.531965, 1.589359], [1.222749, -0.976353, 1.287954], [0.953811, -1.677176, -1.115217], [0.585436, 0.018271, -1.533507], [-2.550459, -0.094088, 0.101249], [-1.746957, 0.671181, -1.256750]], "forces_ev_per_angstrom": [[-0.102, -0.063, -0.086], [0.194, -0.003, -0.091], [-0.111, -0.080, -0.178], [-0.131, 0.170, 0.059], [0.602, -0.512, -0.030], [-0.002, 0.002, 0.051], [-0.314, -0.036, -0.007], [-0.319, 0.208, -0.017], [-0.145, 0.175, -0.126], [0.074, 0.164, 0.167], [-0.060, -0.172, -0.018], [0.215, 0.117, 0.073], [0.100, 0.030, 0.203]]}

=====

# 8
{"formula": "C4H7NO", "method": "the ωB97M-V functional and the def2-TZVPD basis", "smiles": "O[C@H]1C=CN=C1.[H][H]", "homo_energy_ev": -9.4781, "elements": ["O", "C", "C", "C", "N", "C", "H", "H", "H", "H", "H", "H", "H"], "positions_angstrom": [[-0.349948, 1.076196, 1.625627], [-0.820867, 0.179971, 0.647888], [-0.685039, 0.545995, -0.811027], [-0.175892, -0.518448, -1.436708], [0.149709, -1.597771, -0.546287], [-0.183322, -1.199195, 0.623726], [0.587079, 1.233530, 1.448368], [-1.890306, 0.041933, 0.866869], [2.341264, 1.146155, 0.004133], [-1.003616, 1.483865, -1.247924], [0.018037, -0.651742, -2.495094], [2.151957, 0.426031, -0.003231], [-0.052299, -1.819597, 1.508598]], "forces_ev_per_angstrom": [[0.259, 0.062, -0.055], [-0.126, -0.206, -0.209], [0.051, -0.096, -0.086], [-0.073, 0.189, -0.090], [-0.175, 0.198, 0.319], [0.045, -0.114, -0.067], [-0.142, 0.021, 0.059], [0.081, -0.057, -0.030], [0.029, -0.056, 0.019], [0.025, -0.138, 0.068], [-0.036, 0.041, 0.170], [0.062, 0.065, 0.022], [0.001, 0.091, -0.120]]}

=====

# 9
{"formula": "C4H7NO", "method": "the ωB97M-V functional and the def2-TZVPD basis", "smiles": "CC(=O)N1CC1", "homo_energy_ev": -9.6794, "elements": ["C", "C", "O", "N", "C", "C", "H", "H", "H", "H", "H", "H", "H"], "positions_angstrom": [[-1.638734, -1.029606, -0.352359], [-0.676737, -0.402605, 0.620343], [-0.651047, -0.703395, 1.796494], [0.081853, 0.654815, 0.134361], [1.186155, 0.698825, -0.802214], [1.371826, 0.926336, 0.670657], [-1.665327, -2.110117, -0.189514], [-2.631253, -0.629137, -0.125477], [-1.393879, -0.797570, -1.390639], [1.205649, 1.557197, -1.470456], [1.542462, -0.222968, -1.257254], [1.474442, 1.922534, 1.083452], [1.794588, 0.135690, 1.282606]], "forces_ev_per_angstrom": [[-0.035, -0.038, -0.083], [-0.091, -0.072, 0.090], [0.104, 0.024, -0.383], [-0.372, -0.075, 0.036], [0.010, 0.016, 0.003], [0.102, 0.136, 0.309], [0.003, 0.183, -0.040], [0.076, -0.076, -0.078], [-0.027, -0.047, 0.111], [-0.134, -0.138, 0.108], [-0.034, 0.019, 0.269], [0.307, 0.046, -0.202], [0.090, 0.021, -0.139]]}

=====

# 10
{"formula": "C4H7NO", "method": "the ωB97M-V functional and the def2-TZVPD basis", "homo_energy_ev": -8.5608, "elements": ["C", "C", "C", "N", "C", "O", "H", "H", "H", "H", "H", "H", "H"], "positions_angstrom": [[1.648739, -0.047938, 0.790630], [0.397613, 0.481462, 0.128519], [0.307775, 0.517586, -1.356268], [-0.569762, -0.556298, -0.263117], [-1.944840, -0.395203, -0.146280], [-2.485265, 0.535350, 0.382352], [1.434930, -0.484477, 1.772426], [2.355371, 0.777925, 0.925626], [2.131367, -0.794184, 0.150121], [-0.145003, 1.221142, 0.720585], [-0.491986, 1.229747, -1.623285], [-0.143818, -1.245256, -0.906968], [-2.495120, -1.239857, -0.574341]], "forces_ev_per_angstrom": [[0.017, 0.000, 0.002], [0.128, 0.244, -0.135], [0.121, 0.811, 0.016], [0.550, -0.675, -0.463], [-0.234, -0.103, -0.060], [0.225, -0.015, 0.009], [0.024, 0.071, -0.140], [-0.111, -0.122, -0.018], [-0.106, 0.101, 0.096], [0.112, -0.038, -0.111], [0.114, -0.033, 0.114], [-0.777, -0.122, 0.803], [-0.063, -0.120, -0.113]]}

=====

Calculated total energy, -7796.629; -7794.092; -7793.621; -7798.591; -7795.986; -7797.183; -7796.671; -7796.762; -7798.038; -7795.326 eV (same order as the records).
Calculated energy above the lowest of the compared OMol25 structures with the same formula, charge and spin, 291.0; 535.7; 581.1; 101.6; 353.0; 237.5; 286.9; 278.1; 155.0; 416.7 kJ/mol (same order as the records).